Record 1
Computed, not measured: a cluster of 3 separate species, C2H10NO2 in total in a non-equilibrium geometry, with the ωB97M-V functional and the def2-TZVPD basis.

Geometry as XYZ:
```
15
C2H10NO2 (the ωB97M-V functional and the def2-TZVPD basis)
C -1.4361 -0.1623 0.8660
C -0.1074 1.8223 0.7694
N -0.2884 0.5926 0.4088
H -1.2586 -0.9312 1.5682
H -2.0293 -0.5640 -0.0976
H -2.1872 0.4487 1.5636
H -0.7920 2.2431 1.3207
H 0.8003 2.4002 0.4027
H 0.3672 0.1128 -0.1833
H 2.7088 0.2313 -1.4364
H 1.8996 1.2588 -2.0932
O 1.9080 0.7427 -1.2628
H -0.4454 -2.8524 -0.9759
H 0.8639 -2.8794 -0.5526
O -0.0034 -2.4633 -0.2976
```

Properties
M: 80.1 g/mol
Charge: +1
Relative energy (zero: lowest compared OMol25 entry of this formula, charge and spin): 38.0 kcal per mole
E_HOMO: -0.5717 Eh
Total energy: -7813.3636 eV
LUMO energy: -0.173 hartree



Record 2
Computed, not measured: a cluster of 2 separate species, C2H10NO2 in total in a non-equilibrium geometry, with the ωB97M-V functional and the def2-TZVPD basis.

Geometry as XYZ:
```
15
C2H10NO2 (the ωB97M-V functional and the def2-TZVPD basis)
C -1.0252 0.6688 -1.2547
O 0.0134 -0.3301 -1.1938
C -0.8742 1.5619 0.0304
N 0.0561 0.9502 1.0370
H -1.9844 0.1427 -1.2406
H -0.8049 1.2674 -2.1125
H -0.1647 -1.0887 -1.7555
H -0.5372 2.5429 -0.2931
H -1.8636 1.7068 0.4767
H 0.6115 1.6518 1.5283
H 0.6754 0.3834 0.4924
H -0.4385 0.2837 1.6272
H 2.2436 -3.7406 0.2927
H 2.3751 -2.7914 1.4661
O 1.7175 -3.2088 0.8994
```

Properties
M: 80.1 g/mol
Charge: +1
Relative energy (zero: lowest compared OMol25 entry of this formula, charge and spin): 18.0 kcal per mole
E_HOMO: -0.5346 Eh
Total energy: -7814.2289 eV
LUMO energy: -0.133 hartree



Record 3
Computed, not measured: a cluster of 3 separate species, C2H10NO3 in total in a non-equilibrium geometry, with the ωB97M-V functional and the def2-TZVPD basis.

Geometry as XYZ:
```
16
C2H10NO3 (the ωB97M-V functional and the def2-TZVPD basis)
C 0.5358 -1.6969 1.2786
N 0.3838 -1.7061 -0.1820
C 0.6637 -0.3585 -0.7215
O -0.3208 0.5494 -0.4347
H -0.0413 -0.8870 1.7304
H 0.1359 -2.5994 1.7289
H 1.5467 -1.8279 1.7021
H -0.6367 -1.7298 -0.3131
H 1.6563 -0.0911 -0.3234
H 0.7135 -0.4997 -1.8360
H 0.6195 2.0984 1.5722
H 0.2030 2.5031 0.2203
O 0.5288 2.9027 1.0520
H -1.5068 1.0261 -1.1184
H -2.1144 1.0795 -2.6325
O -2.3670 1.2370 -1.7230
```

Properties
M: 96.1 g/mol
Charge: -1
Relative energy (zero: lowest compared OMol25 entry of this formula, charge and spin): 13.9 kcal per mole
E_HOMO: -0.1459 Eh
Total energy: -9869.1681 eV
LUMO energy: 0.150 hartree



Record 4
Computed, not measured: a cluster of 3 separate species, C2H10NO3 in total in a non-equilibrium geometry, with the ωB97M-V functional and the def2-TZVPD basis.

Geometry as XYZ:
```
16
C2H10NO3 (the ωB97M-V functional and the def2-TZVPD basis)
C 0.1045 0.6705 -2.0906
N -0.6908 -0.3108 -1.3840
C -0.7677 -0.0842 0.0469
O 0.2998 -0.1159 0.8493
H 1.1130 0.7749 -1.5980
H 0.2607 0.3613 -3.1109
H -0.2743 1.6907 -2.0095
H -0.3319 -1.2461 -1.5642
H -1.2910 0.8919 0.0445
H -1.5290 -0.8368 0.3890
H -0.5996 2.9220 2.2814
H -0.4634 1.3906 1.9685
O -0.7781 2.0327 2.6157
H 1.0495 -1.6201 0.1704
H 1.9309 -2.7146 0.4589
O 1.5685 -2.2823 -0.3208
```

Properties
M: 96.1 g/mol
Charge: 0
Relative energy (zero: lowest compared OMol25 entry of this formula, charge and spin): 4.8 kcal per mole
E_HOMO (alpha / beta): -0.3584 / -0.3568 Eh
Spin multiplicity: 2
Total energy: -9866.0497 eV
⟨S²⟩: 0.754
LUMO energy (alpha / beta): 0.026 / -0.105 hartree



Record 5
Computed, not measured: a cluster of 3 separate species, C2H10NO4 in total in a non-equilibrium geometry, with the ωB97M-V functional and the def2-TZVPD basis.

Geometry as XYZ:
```
17
C2H10NO4 (the ωB97M-V functional and the def2-TZVPD basis)
O 0.6630 -1.7730 -0.6758
C 1.2690 -0.7819 -0.1939
O 1.8806 -0.7045 1.0338
C 1.1614 0.6157 -0.6686
N 0.1044 0.6025 -1.7609
H 1.8281 -1.4953 1.5983
H 0.7961 1.2852 0.1360
H 2.0608 1.1678 -1.0053
H -0.0546 1.5411 -2.1134
H 0.4708 0.0347 -2.5137
H -0.7833 0.3196 -1.3789
H -1.9464 -0.1265 0.0783
H -2.9012 0.9727 0.5647
O -2.2836 0.7460 -0.1401
H -1.0324 -0.4076 2.9880
H -0.4809 -1.4516 1.9683
O -0.7519 -0.5449 2.0832
```

Properties
M: 112.1 g/mol
Charge: 0
Relative energy (zero: lowest compared OMol25 entry of this formula, charge and spin): 5.6 kcal per mole
E_HOMO (alpha / beta): -0.1221 / -0.3242 Eh
Spin multiplicity: 2
Total energy: -11913.0545 eV
⟨S²⟩: 0.753
LUMO energy (alpha / beta): 0.014 / 0.009 hartree



Record 6
Computed, not measured: a cluster of 4 separate species, C2H10NO5 in total in a non-equilibrium geometry, with the ωB97M-V functional and the def2-TZVPD basis.

Geometry as XYZ:
```
18
C2H10NO5 (the ωB97M-V functional and the def2-TZVPD basis)
C 1.3630 -1.0534 -0.4050
N 0.4421 0.0172 -0.0977
C -0.6527 -0.2282 0.8426
O -0.8927 0.8220 1.5048
O -1.4114 -1.1969 0.6961
H 0.7905 -1.9198 -0.7482
H 1.8876 -1.4958 0.4634
H 2.0954 -0.7392 -1.1538
H 0.8850 0.9081 0.0740
H -0.6634 2.3863 1.1539
H -1.1806 3.8421 1.2878
O -0.4279 3.3278 0.9539
H -0.3038 1.1238 -1.8666
H -0.3466 2.5382 -2.0691
O -0.1227 1.7459 -2.6055
H -1.1234 -3.2202 0.2611
H -0.0273 -3.1662 1.2239
O -0.3113 -3.6917 0.4847
```

Properties
M: 128.1 g/mol
Charge: -1
Relative energy (zero: lowest compared OMol25 entry of this formula, charge and spin): 10.5 kcal per mole
E_HOMO: -0.1864 Eh
Total energy: -13966.4015 eV
LUMO energy: 0.139 hartree



Record 7
Computed, not measured: a cluster of 2 separate species, C2H10NOS in total in a non-equilibrium geometry, with the ωB97M-V functional and the def2-TZVPD basis.

Geometry as XYZ:
```
15
C2H10NOS (the ωB97M-V functional and the def2-TZVPD basis)
C 1.1687 0.1351 -0.6829
C 0.3198 1.4155 -0.6585
S -0.9993 1.2459 0.5446
N 0.1936 -0.9884 -1.0457
H 1.5293 -0.1037 0.3655
H 2.0214 0.2017 -1.3385
H -0.0137 1.7508 -1.6455
H 1.0144 2.3445 -0.4023
H -2.0106 1.6404 -0.2259
H -0.7794 -0.5092 -0.8158
H 0.2605 -1.6595 -0.2169
H 0.3269 -1.4202 -1.9214
H 1.0492 -2.9349 1.2831
H -0.0973 -2.4580 2.2298
O 0.2790 -2.3295 1.2364
```

Properties
M: 96.2 g/mol
Charge: +1
Relative energy (zero: lowest compared OMol25 entry of this formula, charge and spin): 15.4 kcal per mole
E_HOMO: -0.5032 Eh
Total energy: -16602.0155 eV
LUMO energy: -0.118 hartree



Record 8
Computed, not measured: a cluster of 2 separate species, C2H10NOS2 in total in a non-equilibrium geometry, with the ωB97M-V functional and the def2-TZVPD basis.

Geometry as XYZ:
```
16
C2H10NOS2 (the ωB97M-V functional and the def2-TZVPD basis)
N -0.2769 2.1225 0.0985
C 0.7115 0.9855 0.1831
C 0.6340 -0.1332 -0.8539
S -0.8922 -0.9776 -0.9135
S -0.7202 -2.7413 0.1184
H 0.0545 2.8418 -0.5934
H -0.4056 2.5184 1.0509
H -1.2049 1.8087 -0.2350
H 0.5465 0.4743 1.1379
H 1.6759 1.4518 0.3505
H 0.7782 0.2773 -1.8530
H 1.4484 -0.8424 -0.6850
H -0.0351 -3.5352 -0.6986
H 1.2673 4.3859 1.8920
H 2.3981 3.4393 1.4745
O 1.5315 3.4441 1.9198
```

Properties
M: 128.2 g/mol
Charge: 0
Relative energy (zero: lowest compared OMol25 entry of this formula, charge and spin): 24.7 kcal per mole
E_HOMO (alpha / beta): -0.1285 / -0.3444 Eh
Spin multiplicity: 2
Total energy: -27441.0287 eV
⟨S²⟩: 0.751
LUMO energy (alpha / beta): 0.011 / 0.012 hartree



Record 9
Computed, not measured: a cluster of 2 separate species, C2H10NOS2 in total in a non-equilibrium geometry, with the ωB97M-V functional and the def2-TZVPD basis.

Geometry as XYZ:
```
16
C2H10NOS2 (the ωB97M-V functional and the def2-TZVPD basis)
N 1.8416 -0.4508 -1.9671
C 1.3780 -0.7582 -0.5610
C 0.2827 0.2096 -0.1262
S -0.0900 0.0687 1.6239
S -2.0843 -0.5562 1.5499
H 1.1921 0.1491 -2.5002
H 2.6406 0.1831 -1.9582
H 2.0749 -1.2811 -2.5020
H 1.0224 -1.7796 -0.6013
H 2.2239 -0.6369 0.1187
H -0.5518 0.1672 -0.8215
H 0.6411 1.2299 -0.2826
H -1.8813 -1.6037 2.3615
H -0.0233 1.7316 -3.5386
H 0.6069 2.9608 -2.8754
O 0.6648 1.9971 -2.9154
```

Properties
M: 128.2 g/mol
Charge: +1
Relative energy (zero: lowest compared OMol25 entry of this formula, charge and spin): 14.1 kcal per mole
E_HOMO: -0.4408 Eh
Total energy: -27437.6807 eV
LUMO energy: -0.130 hartree



Record 10
Computed, not measured: a cluster of 2 separate species, C2H10NS in total in a non-equilibrium geometry, with the ωB97M-V functional and the def2-TZVPD basis.

Geometry as XYZ:
```
14
C2H10NS (the ωB97M-V functional and the def2-TZVPD basis)
N -1.9024 1.7976 -1.1344
H -1.3808 2.3594 -1.7991
H -2.4292 2.4375 -0.5577
H -2.5362 1.1712 -1.6141
H -0.2401 -0.3563 -0.9993
C 1.9760 -0.2593 -0.0740
S 0.3320 -0.9650 0.0606
C -0.4349 -0.0984 1.3945
H 2.6104 -0.8196 0.6027
H 1.9604 0.7500 0.3133
H 2.3547 -0.2872 -1.0870
H -1.4492 0.1417 1.1234
H -0.4100 -0.7224 2.2798
H 0.0483 0.8323 1.6917
```

Properties
M: 80.2 g/mol
Charge: +1
Relative energy (zero: lowest compared OMol25 entry of this formula, charge and spin): 18.0 kcal per mole
E_HOMO: -0.5202 Eh
Total energy: -14554.2840 eV
LUMO energy: -0.125 hartree



- What is the formula in the tenth record?
  C2H10NS



- Which formula does entry 9 have?
  C2H10NOS2



- What is the formula in the fourth record?
  C2H10NO3



- total energy of number 2 (C2H10NO2)?
  -7814.2289 eV